#i
Below is a 2-piece molecular cluster, C4H12N3S overall, with properties calculated with ωB97M-V with the def2-TZVPD basis set.

Summary:
- Net charge: +1
- E_HOMO (spin up / spin down): -0.4472 / -0.4472 Eh

Geometry as XYZ:
```
20
C4H12N3S, DFT ωB97M-V with the def2-TZVPD basis set
C 1.7656 -0.9552 -0.3573
C -0.7143 0.2536 -1.7889
C -1.0218 -0.3197 1.8571
C -1.1079 1.7435 0.7404
N 2.0663 -2.2251 -0.2084
N -0.7733 -0.3642 -0.5367
N -0.9275 0.3089 0.5423
S 2.9421 -0.1629 -1.2333
H -1.8589 0.3496 -2.1315
H -0.3217 1.3132 -1.9028
H -0.1942 -0.4156 -2.4904
H -1.7920 0.3940 2.3888
H -1.3137 -1.4235 1.7730
H 0.0026 -0.1976 2.2672
H -0.3021 2.1508 0.0562
H -2.1262 2.0383 0.5494
H -1.0407 1.9844 1.7478
H 1.5912 -2.9358 0.4421
H 2.9347 -2.5831 -0.7019
H 2.1914 1.0463 -1.0129
```

Löwdin atomic charge list, values in e, 5 entries: -0.679 -0.116 -0.001 0.007 -0.058


#ii
Below is a 2-piece molecular cluster, C4H12N3S overall, with properties calculated with ωB97M-V with the def2-TZVPD basis set.

Summary:
- Net charge: +1
- E_HOMO: -0.4695 Eh

Geometry as XYZ:
```
20
C4H12N3S, DFT ωB97M-V with the def2-TZVPD basis set
C 1.8904 1.5487 -0.9253
C 0.4539 1.3478 -0.5716
C -0.9033 0.5603 1.6348
C -1.2931 -0.1538 2.8605
N -0.1003 -1.6287 -0.9224
N -0.0277 -1.0852 -2.2337
N 2.7295 0.8082 -0.3660
S 0.4223 0.1178 0.7751
H 2.0904 2.3338 -1.6616
H -1.0687 -1.8573 -0.7142
H -0.0218 2.2769 -0.2604
H -0.0839 0.9161 -1.4243
H -1.5404 1.3666 1.3025
H -1.4861 0.5579 3.6645
H -0.5299 -0.8606 3.1746
H -2.2334 -0.6897 2.7040
H 0.9515 -0.9805 -2.4858
H -0.4686 -1.6808 -2.9355
H 3.7062 0.9372 -0.6066
H 0.4717 -2.4634 -0.7798
```

Löwdin atomic charge list, values in e, 5 entries: -0.288 -0.354 -0.407 -0.128 -0.137


Each structure's energy above the most stable one, in kJ/mol: #i 207.8; #ii 0.0.